Entry 1:
Computed, not measured: a structure of composition C4H3O5Ru in a non-equilibrium geometry, with ωB97M-V/def2-TZVPD.

## Properties
Frontier orbital gap (spin up / spin down), hartree: 0.222 / 0.242
Max |F|, eV/A: 4.84
2S+1: 7
⟨S²⟩: 12.034
Net charge: +1
HOMO level (spin up / spin down), eV: -12.30 / -15.13

```
13
C4H3O5Ru | the Open Molecules 2025 dataset | ωB97M-V/def2-TZVPD
C -1.8977 0.9900 0.3686
O 3.4629 -0.3797 -2.0280
O 2.9014 0.3704 0.0351
C 0.6389 -1.2529 -0.1715
O -2.0844 1.3156 -0.7756
Ru 1.6233 -0.1667 1.3376
C -0.6981 -0.9843 -0.1878
H -1.4979 -1.6625 -0.4898
O -2.2229 1.6981 1.4410
H -2.5771 2.5553 1.1699
O -1.1593 -0.0428 0.7699
C 2.6846 -0.1195 -1.1328
H 0.8261 -2.3210 -0.3366
```

***

Entry 2:
Computed, not measured: the molecule C3H4O3S in a non-equilibrium geometry, with ωB97M-V/def2-TZVPD.

## Properties
Relative energy (zero: lowest compared OMol25 entry of this formula, charge and spin), eV: 1.5704
Frontier orbital gap, hartree: 0.334
Max |F|, eV/A: 1.52
SMILES: O=C(S)C(=O)CO
HOMO level, eV: -9.95

```
11
C3H4O3S | the Open Molecules 2025 dataset | ωB97M-V/def2-TZVPD
H 0.1117 2.8864 0.1138
H -2.1869 -0.9908 -0.0992
C 0.4189 -0.7937 0.0121
C -0.5589 -1.9397 0.1726
O -1.7633 -1.7234 -0.5386
O 1.6068 -0.9169 -0.1773
H -0.7344 -2.0987 1.2357
C -0.1568 0.6195 0.1847
O -1.3152 0.8113 0.5277
S 1.0264 1.8972 -0.1099
H -0.0588 -2.8356 -0.2018
```